This record from the Open Molecules 2025 dataset describes the molecule C19H22N2O5. The level of theory is ωB97M-V/def2-TZVPD.

Structure (XYZ):
```
48
Properties=species:S:1:pos:R:3:nbo_charge:R:1
C 3.282 1.845 0.284 -0.620
H 3.430 0.957 0.892 0.219
H 3.247 2.719 0.931 0.208
H 4.130 1.946 -0.388 0.219
C 1.998 1.724 -0.532 -0.044
N 0.850 1.453 0.337 -0.482
C 0.198 0.285 0.232 0.692
O 0.488 -0.587 -0.567 -0.665
C -0.980 0.101 1.201 -0.181
H -0.660 0.293 2.230 0.224
H -1.807 0.762 0.934 0.224
O -1.454 -1.221 1.061 -0.493
C -0.599 -2.170 1.480 0.805
O 0.328 -1.953 2.212 -0.592
C -0.939 -3.507 0.838 -0.163
N -0.929 -3.277 -0.593 -0.603
C -2.020 -3.540 -1.359 0.619
O -2.972 -4.182 -0.962 -0.608
C -1.916 -2.991 -2.727 0.208
C -1.115 -2.005 -3.252 -0.294
C -1.499 -1.868 -4.602 -0.325
C -2.500 -2.775 -4.798 0.112
O -2.758 -3.447 -3.676 -0.375
H -3.081 -3.020 -5.666 0.204
H -1.090 -1.193 -5.326 0.228
H -0.366 -1.436 -2.740 0.244
H -0.236 -2.623 -0.930 0.426
C 0.056 -4.586 1.249 -0.602
H 0.027 -4.724 2.326 0.218
H -0.195 -5.521 0.758 0.221
H 1.063 -4.290 0.965 0.215
H -1.963 -3.802 1.101 0.260
C 0.490 2.430 1.309 0.218
C -0.423 3.426 0.988 -0.246
C -0.755 4.388 1.927 -0.205
C -0.182 4.356 3.187 -0.205
C 0.718 3.355 3.512 -0.193
C 1.055 2.391 2.578 -0.248
H 1.747 1.602 2.829 0.232
H 1.160 3.323 4.496 0.220
H -0.441 5.107 3.917 0.219
H -1.462 5.163 1.673 0.220
H -0.871 3.444 0.006 0.225
C 1.759 2.970 -1.378 -0.619
H 2.584 3.100 -2.072 0.220
H 0.840 2.873 -1.952 0.213
H 1.693 3.856 -0.750 0.209
H 2.069 0.848 -1.185 0.242
```

2S+1: 1
Strongest force on any atom, Eh/bohr: 0.0188
DFT total energy, eV: -33278.56603
Energy above the lowest of the compared OMol25 structures with the same formula, charge and spin, kcal per mole: 36.44
Total charge: 0

***

This record from the Open Molecules 2025 dataset describes a structure of composition C7H14. The level of theory is ωB97M-V/def2-TZVPD.

Structure (XYZ):
```
21
Properties=species:S:1:pos:R:3:nbo_charge:R:1
C -2.654 0.158 0.792 -0.595
C -1.473 0.286 1.759 -0.422
C -0.241 0.859 1.135 -0.226
C 0.823 0.123 0.832 -0.113
C 1.050 -1.298 0.731 -0.363
C 2.017 0.324 0.121 -0.130
C 2.115 1.355 -0.962 -0.644
H -3.015 1.118 0.420 0.201
H -2.349 -0.437 -0.070 0.201
H -3.480 -0.364 1.272 0.203
H -1.235 -0.723 2.122 0.204
H -1.755 0.902 2.617 0.202
H -0.155 1.938 1.027 0.196
H -0.585 -2.781 -5.183 0.000
H 0.648 -1.901 -0.065 0.207
H 1.895 -1.750 1.224 0.201
H 2.922 -0.148 0.452 0.213
H -0.931 -2.555 -4.557 0.000
H 3.092 1.326 -1.448 0.216
H 1.980 2.337 -0.506 0.224
H 1.332 1.232 -1.711 0.225
```

2S+1: 1
Strongest force on any atom, Eh/bohr: 0.0458
DFT total energy, eV: -7481.81691
Energy above the lowest of the compared OMol25 structures with the same formula, charge and spin, kcal per mole: 103.25
Total charge: 0

***

In the order shown, the computed lowest unoccupied orbital energy values come out to 0.5 0.9 eV.
In the order shown, the computed orbital gap values come out to 9.21 8.35 eV.